Entry 1:
{
  "formula": "C24H57O8",
  "method": "wB97M-V/def2-TZVPD",
  "homo_energy_ev": -3.8,
  "charge": -1,
  "homo_lumo_gap_ha": 0.2187,
  "symbols": ["O", "C", "O", "C", "C", "C", "O", "H", "H", "H", "H", "H", "H", "H", "C", "C", "O", "C", "C", "H", "H", "H", "H", "H", "H", "H", "H", "H", "H", "C", "C", "O", "C", "C", "H", "H", "H", "H", "H", "H", "H", "H", "H", "H", "C", "C", "O", "C", "C", "H", "H", "H", "H", "H", "H", "H", "H", "H", "H", "C", "C", "O", "C", "C", "H", "H", "H", "H", "H", "H", "H", "H", "H", "H", "C", "C", "O", "C", "C", "H", "H", "H", "H", "H", "H", "H", "H", "H", "H"],
  "positions_angstrom": [[2.61, -2.18, 1.49], [1.78, -2.18, 0.56], [1.64, -3.24, -0.14], [0.93, -0.92, 0.31], [-0.27, -0.79, 1.32], [-1.24, -2.00, 1.17], [-2.37, -1.72, 0.31], [1.57, -0.01, 0.42], [0.49, -0.85, -0.71], [-0.78, 0.19, 1.22], [0.15, -0.82, 2.35], [-0.73, -2.89, 0.74], [-1.63, -2.33, 2.16], [-2.42, -2.44, -0.34], [-0.41, 3.05, -1.75], [-0.33, 3.56, -0.32], [0.92, 3.32, 0.30], [2.05, 3.91, -0.32], [1.98, 5.43, -0.39], [-0.20, 1.98, -1.79], [-1.41, 3.23, -2.16], [0.31, 3.55, -2.40], [-1.07, 3.03, 0.28], [-0.59, 4.62, -0.27], [2.21, 3.48, -1.31], [2.91, 3.63, 0.29], [1.14, 5.77, -1.00], [2.89, 5.83, -0.84], [1.86, 5.85, 0.60], [4.23, -4.67, -0.09], [5.09, -5.56, -0.98], [6.03, -4.84, -1.77], [6.98, -4.06, -1.07], [7.85, -4.87, -0.13], [3.69, -3.94, -0.69], [3.51, -5.27, 0.46], [4.83, -4.11, 0.63], [4.45, -6.09, -1.67], [5.61, -6.32, -0.38], [6.48, -3.25, -0.54], [7.61, -3.59, -1.83], [7.27, -5.36, 0.66], [8.59, -4.22, 0.36], [8.38, -5.65, -0.68], [-5.35, -0.19, 4.80], [-5.03, -1.09, 3.61], [-4.01, -2.03, 3.86], [-4.24, -2.95, 4.90], [-5.47, -3.82, 4.68], [-4.45, 0.34, 5.12], [-6.12, 0.53, 4.53], [-5.71, -0.77, 5.65], [-4.68, -0.46, 2.78], [-5.93, -1.60, 3.25], [-4.29, -2.43, 5.87], [-3.36, -3.59, 4.95], [-6.38, -3.23, 4.64], [-5.57, -4.54, 5.50], [-5.38, -4.37, 3.74], [-3.99, -6.91, -2.12], [-4.16, -5.57, -2.82], [-3.09, -4.67, -2.58], [-1.80, -5.10, -2.99], [-1.69, -5.38, -4.48], [-3.89, -6.76, -1.04], [-4.86, -7.55, -2.31], [-3.11, -7.44, -2.46], [-5.06, -5.08, -2.44], [-4.30, -5.71, -3.90], [-1.48, -5.96, -2.40], [-1.12, -4.28, -2.73], [-2.36, -6.19, -4.79], [-0.67, -5.66, -4.74], [-1.97, -4.49, -5.05], [2.10, 11.56, -1.36], [1.87, 10.17, -1.94], [1.98, 9.13, -0.98], [1.08, 9.18, 0.11], [-0.38, 9.13, -0.31], [3.09, 11.62, -0.89], [2.04, 12.31, -2.15], [1.36, 11.81, -0.61], [2.64, 9.97, -2.70], [0.91, 10.11, -2.45], [1.28, 10.07, 0.72], [1.30, 8.31, 0.73], [-0.66, 9.98, -0.94], [-1.03, 9.13, 0.57], [-0.58, 8.22, -0.89]],
  "mulliken_charge": [-0.756, 0.446, -0.727, -0.201, -0.485, 0.011, -0.548, 0.114, 0.138, 0.157, 0.345, 0.274, -0.038, 0.295, -0.980, -0.356, -0.403, -0.525, -0.879, 0.204, 0.396, 0.282, 0.381, 0.300, 0.323, 0.358, 0.215, 0.436, 0.254, -0.891, -0.484, -0.427, -0.308, -1.038, 0.284, 0.417, 0.240, 0.330, 0.291, 0.304, 0.325, 0.273, 0.386, 0.275, -1.063, -0.348, -0.346, -0.326, -1.089, 0.298, 0.387, 0.260, 0.338, 0.294, 0.305, 0.329, 0.261, 0.394, 0.298, -1.039, -0.346, -0.405, -0.234, -1.100, 0.286, 0.391, 0.266, 0.331, 0.298, 0.285, 0.308, 0.270, 0.384, 0.306, -1.023, -0.349, -0.391, -0.325, -1.070, 0.290, 0.382, 0.261, 0.325, 0.311, 0.337, 0.287, 0.312, 0.390, 0.267]
}



Entry 2:
{
  "formula": "C24H58IrP2Si4Te",
  "method": "wB97M-V/def2-TZVPD",
  "homo_energy_ev": [-9.8, -13.4],
  "s_squared": 8.7782,
  "multiplicity": 6,
  "charge": 2,
  "homo_lumo_gap_ha": [0.1963, 0.1727],
  "symbols": ["P", "P", "C", "C", "H", "H", "H", "H", "C", "H", "H", "H", "C", "H", "H", "H", "C", "H", "H", "H", "C", "H", "H", "H", "Ir", "C", "C", "C", "C", "C", "C", "C", "C", "C", "H", "H", "H", "H", "H", "H", "H", "H", "H", "H", "H", "H", "H", "H", "H", "C", "Si", "C", "C", "Si", "Te", "Si", "C", "C", "C", "Si", "C", "C", "C", "H", "H", "H", "H", "H", "H", "H", "H", "H", "H", "H", "H", "H", "H", "H", "H", "H", "H", "H", "H", "H", "H", "H", "H", "H", "H", "H"],
  "positions_angstrom": [[0.10, -1.35, -6.47], [0.09, 1.71, -6.36], [-0.23, -0.47, -8.09], [0.31, 0.95, -8.06], [-1.32, -0.47, -8.24], [0.22, -1.06, -8.90], [1.39, 0.96, -8.28], [-0.20, 1.59, -8.80], [-1.53, 2.52, -6.74], [-1.76, 3.25, -5.95], [-2.33, 1.76, -6.76], [-1.48, 3.03, -7.71], [1.17, 3.17, -6.67], [0.89, 3.68, -7.60], [2.21, 2.83, -6.72], [1.07, 3.86, -5.82], [-0.99, -2.80, -6.80], [-0.82, -3.55, -6.02], [-0.78, -3.23, -7.79], [-2.03, -2.46, -6.76], [1.70, -2.10, -7.00], [2.48, -1.33, -7.03], [1.59, -2.55, -8.00], [1.99, -2.88, -6.28], [-0.01, -0.41, -0.21], [0.73, 1.26, -1.33], [-0.69, 1.25, -1.39], [-1.50, 0.74, -2.55], [-1.88, -0.76, -2.51], [-0.88, -1.62, -1.78], [0.53, -1.56, -1.97], [1.26, -0.67, -2.94], [1.62, 0.74, -2.43], [0.21, -1.97, 1.01], [1.20, 1.97, -0.63], [-1.22, 1.96, -0.74], [-1.01, 0.98, -3.50], [-2.45, 1.30, -2.54], [-2.84, -0.87, -1.98], [-2.04, -1.14, -3.53], [-1.28, -2.55, -1.35], [1.09, -2.46, -1.64], [0.69, -0.61, -3.89], [2.21, -1.18, -3.19], [2.65, 0.72, -2.05], [1.62, 1.44, -3.27], [1.05, -1.76, 1.70], [0.41, -2.86, 0.40], [-0.72, -2.10, 1.59], [-3.43, -0.18, 4.30], [-1.92, -1.01, 5.05], [-1.96, -0.92, 6.93], [-1.85, -2.81, 4.50], [-0.01, 0.13, 4.26], [-0.26, 0.99, 1.88], [-0.01, 2.31, 5.20], [0.04, 2.32, 7.09], [1.50, 3.22, 4.52], [-1.55, 3.25, 4.63], [1.90, -1.03, 5.04], [1.90, -0.99, 6.93], [1.88, -2.82, 4.47], [3.41, -0.15, 4.35], [-4.32, -0.78, 4.54], [-3.35, -0.11, 3.20], [-3.59, 0.84, 4.69], [-2.86, -1.45, 7.28], [-1.09, -1.40, 7.40], [-2.03, 0.11, 7.30], [-1.69, -2.91, 3.42], [-1.07, -3.38, 5.02], [-2.82, -3.28, 4.73], [0.95, 1.85, 7.49], [0.04, 3.37, 7.43], [-0.83, 1.82, 7.53], [1.58, 3.13, 3.43], [1.41, 4.29, 4.78], [2.44, 2.85, 4.97], [-1.69, 3.20, 3.55], [-2.46, 2.87, 5.11], [-1.44, 4.30, 4.92], [1.03, -1.49, 7.36], [2.80, -1.52, 7.28], [1.94, 0.03, 7.33], [1.77, -2.92, 3.38], [2.84, -3.29, 4.74], [1.08, -3.41, 4.95], [3.34, -0.03, 3.26], [3.56, 0.84, 4.79], [4.31, -0.75, 4.56]],
  "lowdin_spin": [0.339, 0.321, 0.018, 0.015, 0.000, 0.007, 0.000, 0.007, 0.045, 0.000, 0.000, 0.009, 0.061, 0.013, 0.000, 0.000, 0.065, 0.000, 0.014, 0.000, 0.046, 0.000, 0.010, 0.000, 1.217, 0.147, 0.116, 0.021, 0.057, 0.236, 0.162, 0.041, 0.044, 0.146, 0.022, 0.013, 0.006, 0.001, 0.004, 0.019, 0.020, 0.014, 0.015, 0.002, 0.004, 0.011, 0.028, 0.007, 0.022, 0.009, 0.049, 0.009, 0.010, 0.157, 1.204, 0.033, 0.003, 0.013, 0.014, 0.068, 0.017, 0.014, 0.008, 0.000, 0.005, 0.000, 0.002, 0.000, 0.000, 0.000, 0.000, 0.002, 0.000, 0.001, 0.000, 0.012, 0.000, 0.000, 0.014, 0.000, 0.000, 0.000, 0.004, 0.000, 0.001, 0.003, 0.000, 0.001, 0.000, 0.001]
}